# 1
{"formula": "C6H9N3O", "method": "the ωB97M-V functional and the def2-TZVPD basis", "symbols": ["O", "N", "N", "N", "C", "C", "C", "C", "C", "C", "H", "H", "H", "H", "H", "H", "H", "H", "H"], "positions_angstrom": [[-2.1934, 0.4031, -1.0750], [0.1484, -0.8335, 2.0870], [-0.8324, 1.9626, -1.3622], [1.4390, 0.1398, -0.5411], [-0.2884, -1.6266, -0.7298], [1.4392, 0.8360, 0.7513], [0.0314, -0.2246, -0.4535], [-0.9216, 0.6668, -1.2391], [-0.6004, -2.7778, -0.9343], [0.0815, 0.1923, 1.0970], [-0.7499, -1.2856, 2.2283], [1.7732, 0.6191, -1.3708], [0.1324, 2.2749, -1.4272], [-0.7230, 0.8915, 1.3530], [2.2674, 0.5525, 1.4168], [1.3891, 1.9339, 0.6875], [-0.8243, -3.7998, -1.1849], [-2.3980, 1.6255, -1.1544], [0.8298, -1.5502, 1.8514]], "total_energy_ev": -12881.1572, "lumo_ev": 0.534, "de_lowest_kcal_mol": 110.4}

# 2
{"formula": "C7H10N2O2", "method": "the ωB97M-V functional and the def2-TZVPD basis", "symbols": ["O", "O", "N", "N", "C", "C", "C", "C", "C", "C", "C", "H", "H", "H", "H", "H", "H", "H", "H", "H", "H"], "positions_angstrom": [[2.5786, 1.8098, -1.0409], [2.8541, -0.4148, -1.4735], [0.0963, 0.0858, -0.4635], [0.7361, -1.4944, 1.2713], [2.6572, 0.7092, -1.3055], [-0.7098, 1.2271, -0.4823], [-1.6764, 1.0843, 0.7319], [1.1165, -2.6464, 1.3210], [-0.9505, 0.2241, 1.7337], [-0.0506, -0.5583, 0.7657], [-0.1046, -0.7204, -1.5943], [-1.2334, 1.1873, -1.4747], [-0.0884, 2.1864, -0.3761], [-1.2216, -1.0023, -1.8490], [-1.6301, -0.5014, 2.2713], [-1.8372, 2.1249, 1.3082], [-0.4250, 0.6786, 2.5794], [0.5248, -1.6802, -1.5407], [-2.6927, 0.7453, 0.3286], [0.0671, -0.1861, -2.5881], [1.9894, -2.8586, 1.8775]], "total_energy_ev": -14491.2306, "lumo_ev": [0.763, -0.617], "de_lowest_kcal_mol": 0.0, "multiplicity": 3, "s_squared": 2.013}

# 3
{"formula": "C3H5O7S", "method": "the ωB97M-V functional and the def2-TZVPD basis", "symbols": ["S", "O", "O", "O", "O", "O", "O", "O", "C", "C", "C", "H", "H", "H", "H", "H"], "positions_angstrom": [[-3.0999, -0.1128, 0.0203], [-4.1511, 0.6831, 0.5785], [1.8685, 0.1975, 0.9050], [-0.7565, 0.1020, -1.6741], [-1.3048, 1.9352, 0.5169], [-0.3647, -1.2722, 0.1680], [-3.1633, -0.3664, -1.4174], [-2.9176, -1.3680, 0.7527], [-0.3589, 0.0366, -0.3496], [1.0575, 0.6885, -0.1873], [-1.4752, 0.7672, 0.2259], [1.8481, -0.7474, 0.9417], [-1.7852, -0.0974, -1.6829], [-1.3937, -1.5209, 0.3511], [1.0202, 1.7554, -0.0739], [1.5145, 0.6278, -1.1254]], "total_energy_ev": -28360.7914, "lumo_ev": 3.591, "de_lowest_kcal_mol": 3.9, "smiles": "O=C(C(O)(O)CO)S(=O)(=O)[O-]", "total_charge": -1}